1.
Here is a structure of composition C27H45ClN2PdSeSi2 from OMol25. Energies are from ωB97M-V/def2-TZVPD.

2S+1: 3
LUMO energy (spin up / spin down) in Eh: 0.1710 / 0.1708
Energy relative to the best compared isomer or geometry (same formula, charge and spin) in kJ/mol: 27.27
Orbital gap (spin up / spin down) in eV: 4.74 / 6.43
⟨S²⟩: 2.039
Total charge: -2
HOMO energy (spin up / spin down) in eV: -0.090 / -1.779
Max |F| in eV/A: 0.37

Last column: Mulliken spin population.
Cartesian coordinates (Å):
1 Pd 0.082 -0.420 1.115  0.58
2 C 5.076 -3.163 2.226  0.12
3 C 4.715 -2.667 3.477  -0.06
4 C 3.570 -1.903 3.645  0.14
5 C 2.736 -1.606 2.546  -0.09
6 C 3.111 -2.112 1.288  0.09
7 C 4.254 -2.875 1.137  -0.06
8 N 1.584 -0.853 2.648  0.24
9 N 1.298 -0.410 3.855  0.38
10 C 0.164 0.337 3.884  -0.08
11 C -0.205 0.902 5.126  0.13
12 C -1.310 1.722 5.244  -0.10
13 C -2.075 2.018 4.118  0.21
14 C -1.725 1.460 2.886  -0.14
15 C -0.650 0.607 2.737  0.33
16 H 5.971 -3.763 2.103  0.02
17 H 5.343 -2.881 4.338  0.00
18 H 3.291 -1.518 4.612  0.03
19 H 2.478 -1.894 0.442  0.01
20 H 4.518 -3.254 0.155  0.00
21 H 0.424 0.673 5.979  0.00
22 H -1.569 2.148 6.207  -0.01
23 H -2.934 2.678 4.192  0.02
24 H -2.313 1.730 2.031  -0.01
25 C -1.473 -2.691 -1.833  -0.01
26 C -1.137 -1.207 -2.065  -0.01
27 C 0.393 -1.136 -2.228  0.01
28 C -1.780 -0.827 -3.407  0.00
29 Si -1.635 -0.037 -0.534  0.00
30 C -1.700 1.796 -1.290  0.00
31 C -2.934 2.074 -2.159  0.00
32 C -0.452 2.082 -2.142  0.00
33 C -1.663 2.842 -0.165  0.00
34 C -3.481 -0.590 -0.067  0.00
35 C -4.250 0.445 0.774  0.00
36 C -3.433 -1.866 0.789  0.01
37 C -4.337 -0.876 -1.311  0.00
38 H -1.017 -3.283 -2.643  0.00
39 H -2.548 -2.888 -1.860  0.00
40 H -1.076 -3.058 -0.886  0.01
41 H 0.709 -1.790 -3.055  0.00
42 H 0.902 -1.490 -1.331  0.00
43 H 0.753 -0.125 -2.432  -0.01
44 H -1.444 -1.544 -4.173  0.00
45 H -1.505 0.168 -3.755  0.00
46 H -2.873 -0.878 -3.368  0.00
47 H -3.012 1.383 -3.003  0.00
48 H -2.857 3.092 -2.570  0.00
49 H -3.866 2.024 -1.590  0.00
50 H -0.404 1.489 -3.055  0.00
51 H 0.465 1.918 -1.570  0.00
52 H -0.464 3.141 -2.445  0.00
53 H -2.586 2.865 0.415  0.00
54 H -1.534 3.843 -0.605  0.00
55 H -0.825 2.667 0.513  -0.01
56 H -3.855 0.493 1.787  0.00
57 H -5.302 0.130 0.853  0.00
58 H -4.243 1.452 0.348  0.00
59 H -2.809 -1.729 1.674  0.00
60 H -3.031 -2.724 0.249  0.00
61 H -4.455 -2.118 1.120  0.00
62 H -4.443 -0.005 -1.962  0.00
63 H -5.348 -1.172 -0.986  0.00
64 H -3.938 -1.697 -1.909  0.00
65 C 5.058 2.048 -0.972  0.02
66 Si 3.395 1.245 -1.384  0.01
67 C 2.753 2.201 -2.892  0.00
68 C 3.842 -0.483 -1.989  0.00
69 Se 2.030 1.399 0.359  0.13
70 H 5.674 2.137 -1.878  0.00
71 H 5.604 1.447 -0.234  0.00
72 H 4.912 3.049 -0.548  0.00
73 H 3.558 2.390 -3.618  0.00
74 H 2.347 3.164 -2.560  0.00
75 H 1.946 1.660 -3.404  0.00
76 H 4.602 -0.426 -2.781  0.00
77 H 2.972 -1.021 -2.382  0.00
78 H 4.253 -1.065 -1.157  0.00
79 Cl -0.288 -2.871 1.324  0.11

=====

2.
Here is a structure of composition C6H10OS in a non-equilibrium geometry from OMol25. Energies are from ωB97M-V/def2-TZVPD.

2S+1: 3
LUMO energy (spin up / spin down) in Eh: 0.0322 / -0.0549
Energy relative to the best compared isomer or geometry (same formula, charge and spin) in kJ/mol: 229.90
Orbital gap (spin up / spin down) in eV: 5.37 / 7.70
⟨S²⟩: 2.010
HOMO energy (spin up / spin down) in eV: -4.496 / -9.192
Max |F| in eV/A: 9.06

Last column: Mulliken spin population.
Cartesian coordinates (Å):
1 C -0.383 -1.542 0.022  0.65
2 C -1.337 -2.400 0.430  0.92
3 C -0.916 0.252 -0.499  0.01
4 C 1.434 0.249 -0.423  0.00
5 C -1.976 0.845 0.395  -0.01
6 C 2.573 1.142 -0.039  0.01
7 O 0.207 0.913 -0.131  0.00
8 S 1.292 -1.541 0.131  0.39
9 H -1.102 -3.431 0.758  0.01
10 H -2.330 -1.973 0.368  0.02
11 H -0.946 0.078 -1.552  -0.02
12 H 1.528 0.020 -1.465  0.01
13 H -2.596 1.540 -0.132  0.00
14 H -1.384 1.396 1.141  0.00
15 H -2.512 0.152 0.881  0.00
16 H 2.653 1.138 1.087  0.00
17 H 2.294 2.239 -0.380  0.00
18 H 3.503 0.923 -0.593  0.00

=====

3.
Here is the molecule C5H9NO from OMol25. Energies are from ωB97M-V/def2-TZVPD.

LUMO energy in Eh: 0.0395
Energy relative to the best compared isomer or geometry (same formula, charge and spin) in kJ/mol: 195.51
Orbital gap in eV: 11.24
SMILES: [H]/N=C(/C)OC1CC1
HOMO energy in eV: -10.165
Max |F| in eV/A: 0.47

Last column: Löwdin charge in e.
Cartesian coordinates (Å):
1 C 2.304 -0.250 -0.569  -0.01
2 C 1.268 0.467 0.256  -0.50
3 N 1.256 1.725 0.399  0.16
4 O 0.364 -0.421 0.785  -0.03
5 C -0.981 -0.012 0.774  -0.34
6 C -1.917 -1.033 0.219  -0.08
7 C -1.582 0.202 -0.579  -0.09
8 H 3.212 -0.440 0.010  0.08
9 H 1.908 -1.209 -0.912  0.08
10 H 2.569 0.372 -1.427  0.08
11 H 0.488 2.015 1.008  0.06
12 H -1.294 0.616 1.609  0.15
13 H -1.455 -1.965 -0.094  0.11
14 H -2.910 -1.137 0.645  0.10
15 H -0.903 0.086 -1.420  0.11
16 H -2.327 0.982 -0.703  0.10

=====

4.
Here is a cluster of 2 separate species, C9H9O3S in total in a non-equilibrium geometry from OMol25. Energies are from ωB97M-V/def2-TZVPD.

LUMO energy in Eh: 0.1104
Energy relative to the best compared isomer or geometry (same formula, charge and spin) in kJ/mol: 469.36
Orbital gap in eV: 6.28
Total charge: -1
HOMO energy in eV: -3.276
Max |F| in eV/A: 4.49

Last column: Löwdin charge in e.
Cartesian coordinates (Å):
1 C -1.382 1.078 -1.121  -0.13
2 C -0.286 0.285 -1.343  -0.10
3 C -2.274 0.723 -0.140  -0.07
4 C -0.707 -0.991 0.664  0.04
5 C 0.079 -0.766 -0.552  -0.27
6 C -1.905 -0.284 0.831  -0.32
7 C 2.028 -2.313 -1.220  -0.06
8 C 2.750 -0.478 2.434  -0.29
9 C 1.360 -1.349 -0.725  -0.19
10 O 4.191 -0.622 0.328  -0.44
11 O 2.673 1.304 0.433  -0.44
12 O -2.598 -0.552 1.990  0.00
13 S 2.898 -0.116 0.823  0.60
14 H -1.792 1.762 -1.901  0.11
15 H 0.465 0.644 -2.118  0.14
16 H -3.170 1.388 -0.107  0.10
17 H -0.085 -1.542 1.391  0.12
18 H 3.115 -2.494 -1.268  0.05
19 H 1.543 -2.888 -2.056  0.06
20 H 2.916 -1.526 2.435  -0.03
21 H 1.853 -0.216 2.984  -0.01
22 H -3.464 -0.062 1.852  0.12